C14H21F9MoN6O5 | wB97M-V/def2-TZVPD

The geometry in XYZ format:
```
56
Properties=species:S:1:pos:R:3:forces:R:3
Mo -0.070 0.558 -0.249 -0.3 -0.5 1.0
N 1.862 -0.164 0.672 0.0 -0.2 0.1
C 2.455 -1.337 -0.015 -0.1 0.3 0.0
C 1.692 -1.581 -1.299 0.2 -0.2 0.1
O 1.945 -2.385 -2.117 -0.1 0.1 -0.2
O 0.536 -0.794 -1.375 0.3 0.7 -0.3
H 2.500 0.623 0.575 -0.1 0.1 0.1
H 1.783 -0.304 1.677 0.0 -0.1 0.0
H 2.402 -2.235 0.599 -0.1 0.0 0.0
H 3.502 -1.170 -0.263 0.0 0.0 0.0
N -3.779 3.334 1.722 0.0 0.1 -0.1
C -3.353 3.062 0.307 0.0 0.1 0.0
C -2.217 2.066 0.357 0.5 0.0 -0.7
O -1.786 1.665 1.439 0.2 -0.1 0.0
O -1.711 1.697 -0.770 -0.6 0.0 0.2
H -3.774 4.331 1.944 0.0 0.0 0.0
H -3.097 2.855 2.330 0.1 -0.1 0.1
H -4.711 2.975 1.934 0.0 0.0 0.0
H -2.996 3.983 -0.146 0.0 0.0 0.0
H -4.187 2.685 -0.281 0.0 0.0 0.0
F 3.453 2.474 0.434 0.1 0.0 0.1
C 2.694 3.000 -0.542 -0.1 0.2 0.1
F 2.524 2.016 -1.444 -0.1 -0.1 -0.2
F 3.334 3.998 -1.100 0.0 0.0 0.0
C 1.300 3.400 0.038 -0.1 -0.2 -0.2
O 0.619 2.238 0.368 0.3 0.1 -0.3
C 0.505 4.206 -1.030 0.0 0.0 0.1
F 0.432 3.505 -2.160 0.0 0.0 -0.1
F -0.758 4.398 -0.608 -0.1 0.0 0.0
F 1.045 5.384 -1.264 0.0 0.0 0.0
C 1.465 4.226 1.351 0.0 -0.1 0.0
F 1.856 3.426 2.338 0.1 0.0 0.0
F 2.348 5.197 1.191 0.0 0.0 0.0
F 0.290 4.755 1.709 0.0 0.0 0.0
C -2.906 -0.813 0.773 0.0 0.0 0.0
N -3.822 -1.916 0.795 0.0 0.0 0.0
C -4.284 -2.192 -0.570 0.0 0.0 0.0
N -3.153 -2.517 -1.435 0.0 0.0 0.0
C -2.240 -1.412 -1.490 0.0 0.0 0.0
N -1.683 -1.065 -0.100 -0.1 -0.2 0.1
C -1.071 -2.355 0.454 0.0 0.0 0.0
N -2.000 -3.444 0.469 0.0 0.0 0.0
C -3.144 -3.108 1.317 0.0 0.1 -0.1
C -2.469 -3.699 -0.901 0.0 0.1 0.0
H -2.558 -0.589 1.781 0.0 0.0 0.0
H -3.429 0.047 0.354 0.0 0.0 0.0
H -4.804 -1.317 -0.964 0.0 0.0 0.0
H -4.980 -3.029 -0.550 0.0 0.0 0.0
H -2.741 -0.517 -1.863 0.0 0.0 0.0
H -1.398 -1.658 -2.133 0.0 0.0 0.0
H -0.731 -2.139 1.472 0.0 0.0 0.0
H -0.228 -2.630 -0.179 -0.1 0.0 0.0
H -2.803 -2.920 2.336 0.0 0.0 0.0
H -3.843 -3.942 1.334 0.0 0.0 0.0
H -3.160 -4.540 -0.890 0.0 0.0 0.0
H -1.621 -3.951 -1.538 0.0 0.0 0.0
```
Forces are in eV/Å.

Spin multiplicity: 3
HOMO (alpha / beta): -14.63 / -14.65 eV
Expectation value of S²: 2.0122
Total charge: +2
Relative energy (zero: lowest compared OMol25 entry of this formula, charge and spin): 23.5 kcal/mol


C31H29AsCrN3O2S | wB97M-V/def2-TZVPD

The geometry in XYZ format:
```
68
Properties=species:S:1:pos:R:3:forces:R:3
Cr -1.641 -0.713 0.537 -0.1 -0.2 0.0
O -3.539 -1.101 0.704 0.0 0.1 0.0
N -4.146 -1.100 1.884 0.1 0.0 0.1
C -5.471 -1.343 1.923 0.0 0.0 0.0
C -6.122 -1.360 3.130 0.0 0.0 0.1
C -5.405 -1.132 4.305 0.0 0.0 0.0
C -4.051 -0.887 4.238 0.0 0.0 0.0
C -3.416 -0.866 2.999 -0.1 0.0 -0.1
S -1.725 -0.543 2.781 0.0 -0.1 -0.3
H -5.934 -1.515 0.963 0.0 0.0 0.0
H -7.184 -1.555 3.149 0.0 0.0 0.0
H -5.908 -1.149 5.262 0.0 0.0 0.0
H -3.457 -0.708 5.123 0.0 0.0 0.0
C -2.595 -3.296 -2.519 0.0 0.0 0.1
C -1.910 -1.973 -2.346 -0.2 -0.6 0.2
O -1.611 -1.571 -1.187 0.3 0.6 0.2
N -1.630 -1.290 -3.427 -0.1 0.1 -0.1
C -0.737 -0.141 -3.509 0.0 0.2 0.0
C 0.648 -0.610 -3.867 0.1 -0.1 0.0
C 1.238 -0.298 -5.078 0.0 0.0 0.0
C 2.500 -0.815 -5.347 0.0 0.0 0.0
C 3.109 -1.607 -4.392 -0.1 0.0 0.1
C 2.428 -1.861 -3.203 0.1 0.0 -0.1
N 1.219 -1.383 -2.942 0.0 0.0 0.0
H -3.368 -3.245 -3.284 0.0 0.0 0.0
H -3.031 -3.613 -1.577 0.0 0.0 0.0
H -1.856 -4.035 -2.832 0.0 0.0 0.0
H -1.919 -1.703 -4.303 0.0 0.0 0.0
H -0.730 0.351 -2.538 0.0 0.0 0.0
H -1.127 0.552 -4.254 0.0 0.0 0.0
H 0.725 0.327 -5.798 0.0 0.0 0.0
H 2.991 -0.603 -6.287 0.0 0.0 0.0
H 4.090 -2.029 -4.555 0.0 0.0 0.0
H 2.877 -2.476 -2.431 0.0 0.0 0.0
C 4.028 1.248 -2.395 0.0 0.0 0.0
C 2.808 1.887 -2.571 0.0 0.0 0.0
C 1.785 1.690 -1.658 0.0 0.1 0.0
C 1.986 0.843 -0.575 0.0 -0.1 0.0
C 3.204 0.202 -0.392 0.0 0.0 0.1
C 4.228 0.413 -1.304 0.0 0.0 -0.1
As 0.574 0.635 0.717 0.0 -0.1 0.0
C 0.184 2.451 1.206 0.0 0.0 0.0
C 1.231 3.360 1.346 0.0 0.0 0.0
C 0.958 4.672 1.697 0.0 0.0 0.0
C -0.356 5.081 1.895 0.0 0.0 0.0
C -1.400 4.181 1.743 0.0 0.0 0.0
C -1.130 2.864 1.398 0.0 0.0 0.0
C 1.408 -0.219 2.231 0.0 0.0 0.0
C 1.563 -1.604 2.174 0.0 0.0 0.0
C 2.125 -2.283 3.244 0.0 0.0 0.0
C 2.522 -1.579 4.374 0.0 0.0 0.0
C 2.361 -0.202 4.432 0.0 0.0 0.0
C 1.803 0.485 3.362 0.0 0.0 0.0
H 4.829 1.412 -3.103 0.0 0.0 0.0
H 2.662 2.553 -3.411 0.0 0.0 0.0
H 0.848 2.225 -1.775 0.0 0.0 0.0
H 3.368 -0.440 0.464 0.0 0.0 0.0
H 5.185 -0.070 -1.156 0.0 0.0 0.0
H 2.255 3.048 1.172 0.0 0.0 0.0
H 1.769 5.378 1.809 0.0 0.0 0.0
H -0.565 6.108 2.163 0.0 0.0 0.0
H -2.421 4.504 1.888 0.0 0.0 0.0
H -1.953 2.164 1.280 0.0 0.1 0.0
H 1.263 -2.154 1.285 0.0 0.0 0.0
H 2.255 -3.356 3.197 0.0 0.0 0.0
H 2.960 -2.106 5.210 0.0 0.0 0.0
H 2.673 0.344 5.313 0.0 0.0 0.0
H 1.675 1.558 3.416 0.0 0.0 0.0
```
Forces are in eV/Å.

Spin multiplicity: 4
HOMO (alpha / beta): -13.83 / -13.81 eV
Expectation value of S²: 4.0454
Total charge: +2
Relative energy (zero: lowest compared OMol25 entry of this formula, charge and spin): 40.1 kcal/mol


C4H11N3 | wB97M-V/def2-TZVPD

The geometry in XYZ format:
```
18
Properties=species:S:1:pos:R:3:forces:R:3
C -0.786 -0.372 0.939 -1.0 1.7 -0.5
C 0.953 1.608 -1.660 -0.1 -0.3 -0.2
C 0.025 -0.324 -0.272 0.4 0.7 -0.4
N -1.402 -1.635 1.219 0.8 0.5 0.2
N -0.226 0.133 2.198 0.1 -0.4 -0.2
N 0.883 -1.321 -0.638 -0.2 0.6 0.2
C -0.152 0.933 -0.873 1.4 -0.7 -1.1
H -1.128 0.905 0.430 -0.9 -2.1 1.6
H -0.032 1.124 2.146 0.0 -0.1 -0.1
H -1.725 -2.177 0.430 -0.4 0.3 0.4
H -1.901 -1.614 2.098 -0.2 -0.4 -0.4
H 0.641 -0.352 2.417 -0.1 0.0 0.1
H 1.232 -1.360 -1.582 0.1 -0.2 0.3
H 1.039 -2.071 0.017 0.1 0.0 -0.3
H -1.141 1.148 -1.268 -0.1 0.2 0.6
H 0.782 2.684 -1.707 0.0 0.0 0.0
H 1.930 1.444 -1.199 0.0 0.0 0.0
H 1.007 1.247 -2.694 0.1 0.1 -0.1
```
Forces are in eV/Å.

HOMO: -7.08 eV
Relative energy (zero: lowest compared OMol25 entry of this formula, charge and spin): 94.6 kcal/mol


C44H43CaF4N3OS2Sb | wB97M-V/def2-TZVPD

The geometry in XYZ format:
```
99
Properties=species:S:1:pos:R:3:forces:R:3
Ca -0.905 0.701 -0.776 0.1 -0.4 0.2
S -1.033 2.425 1.364 0.0 0.0 0.0
C -2.646 3.126 1.141 0.0 0.0 0.1
C -3.225 3.730 2.267 0.1 0.0 0.0
C -4.486 4.299 2.239 0.0 0.0 0.0
C -5.205 4.278 1.051 0.0 0.0 0.0
C -4.648 3.694 -0.071 0.0 0.0 -0.1
C -3.374 3.105 -0.069 -0.1 0.1 0.0
S -2.806 2.420 -1.594 0.1 0.0 -0.1
H -2.645 3.746 3.182 0.0 0.0 0.0
H -4.897 4.754 3.132 0.0 0.0 0.0
H -6.193 4.717 0.998 0.0 0.0 0.0
H -5.201 3.678 -1.001 0.0 0.0 0.0
C -1.135 0.763 -5.888 0.0 0.0 0.1
C -0.550 1.126 -4.521 0.0 0.1 0.0
C -0.353 2.637 -4.394 0.0 0.0 0.0
C 0.735 0.370 -4.264 0.0 0.0 0.0
C 1.872 0.690 -4.997 0.1 0.0 -0.1
C 3.070 0.031 -4.779 -0.1 0.0 0.0
C 3.124 -0.962 -3.811 0.0 0.0 -0.1
C 2.008 -1.325 -3.061 0.0 0.1 0.0
C 2.225 -2.436 -2.040 0.0 -0.2 0.0
C 1.497 -2.320 -0.701 0.0 0.1 0.0
C 1.957 -3.815 -2.659 0.1 0.0 0.0
C 0.786 -0.649 -3.290 0.1 -0.1 0.1
N -0.327 -0.881 -2.477 -0.1 0.0 0.1
C -1.141 -1.930 -2.712 0.0 0.2 -0.2
C -1.172 -2.762 -3.854 0.0 0.0 0.0
C -2.094 -3.791 -3.981 0.0 0.0 0.0
C -3.034 -4.055 -2.995 0.0 0.1 0.0
C -3.038 -3.254 -1.853 0.0 0.0 0.0
C -2.116 -2.252 -1.751 0.0 0.0 0.1
F -2.126 -1.456 -0.615 -0.1 0.0 0.0
H -2.079 1.287 -6.045 0.0 0.0 0.0
H -1.325 -0.309 -5.955 0.0 0.0 0.0
H -0.448 1.043 -6.691 0.0 0.0 0.0
H -1.277 0.822 -3.766 0.0 0.0 0.0
H 0.304 3.022 -5.180 0.0 0.0 0.0
H 0.073 2.894 -3.422 0.0 0.0 0.0
H -1.313 3.147 -4.467 0.0 0.0 0.0
H 1.819 1.470 -5.750 0.0 0.0 0.0
H 3.951 0.285 -5.353 0.0 0.0 0.0
H 4.064 -1.470 -3.626 0.0 0.0 0.0
H 3.296 -2.399 -1.812 0.0 0.0 0.0
H 0.444 -2.583 -0.796 0.0 0.0 0.1
H 1.565 -1.307 -0.305 0.0 0.0 0.0
H 1.950 -3.002 0.022 0.1 0.0 0.0
H 0.897 -3.951 -2.860 -0.1 0.0 0.0
H 2.276 -4.600 -1.968 0.0 0.0 0.0
H 2.502 -3.942 -3.596 0.0 0.0 0.0
H -0.444 -2.582 -4.635 0.0 0.0 0.0
H -2.079 -4.400 -4.877 0.0 0.0 0.0
H -3.753 -4.854 -3.106 0.0 0.0 0.0
H -3.753 -3.403 -1.055 0.0 0.0 0.0
F 2.745 -5.692 5.092 0.0 0.0 0.0
C 2.135 -4.608 4.554 0.0 0.0 0.0
C 2.455 -3.356 5.037 0.0 0.0 0.0
C 1.824 -2.252 4.480 0.0 0.0 0.0
C 0.887 -2.393 3.458 -0.1 0.0 -0.1
C 0.610 -3.677 2.989 0.1 0.0 0.1
C 1.227 -4.795 3.535 0.0 0.0 0.0
Sb -0.126 -0.715 2.530 0.0 0.1 0.2
C 1.277 0.727 3.265 0.0 0.0 0.0
C 2.454 0.939 2.552 -0.1 0.0 0.1
C 3.365 1.910 2.950 0.0 -0.1 -0.1
C 3.076 2.657 4.070 0.1 0.0 0.1
F 3.957 3.612 4.462 0.0 0.0 0.0
C 1.929 2.470 4.811 0.0 0.0 0.0
C 1.030 1.497 4.399 0.0 -0.1 -0.1
C -1.603 -0.476 4.088 0.2 -0.1 -0.1
C -2.626 0.453 3.902 0.0 0.0 -0.1
C -3.614 0.638 4.859 0.0 0.0 0.0
C -3.567 -0.132 6.003 0.0 0.0 0.0
F -4.528 0.034 6.944 0.0 0.0 0.0
C -2.581 -1.072 6.221 0.0 0.0 0.0
C -1.599 -1.241 5.253 0.0 0.1 0.0
H 3.187 -3.256 5.827 0.0 0.0 0.0
H 2.074 -1.262 4.842 0.0 0.0 0.0
H -0.091 -3.815 2.174 -0.1 0.0 0.0
H 1.018 -5.794 3.179 0.0 0.0 0.0
H 2.660 0.355 1.664 0.0 0.0 -0.1
H 4.278 2.095 2.401 0.0 0.0 0.0
H 1.745 3.086 5.680 0.0 0.0 0.0
H 0.117 1.350 4.962 0.0 0.0 0.0
H -2.643 1.059 3.006 0.0 0.0 0.0
H -4.405 1.361 4.718 0.0 0.0 0.0
H -2.590 -1.658 7.130 0.0 0.0 0.0
H -0.828 -1.982 5.424 0.0 0.0 0.0
C 3.342 3.178 -2.673 0.0 0.0 0.1
N 2.842 2.012 -1.982 0.0 0.0 0.0
C 1.930 2.050 -0.984 0.3 0.2 0.0
N 1.616 3.243 -0.442 -0.1 0.1 -0.1
O 1.434 0.990 -0.559 -0.3 -0.1 0.0
H 4.036 2.843 -3.441 0.0 0.0 0.0
H 3.887 3.832 -1.989 0.0 0.0 0.0
H 2.543 3.748 -3.159 0.0 0.0 0.0
H 2.895 1.119 -2.453 0.0 0.0 0.0
H 1.837 4.094 -0.929 0.0 0.0 0.0
H 0.797 3.252 0.175 0.0 0.0 0.0
```
Forces are in eV/Å.

HOMO: -4.17 eV
Total charge: -1
Relative energy (zero: lowest compared OMol25 entry of this formula, charge and spin): 0.0 kcal/mol


C3H7Cl2N | wB97M-V/def2-TZVPD

The geometry in XYZ format:
```
13
Properties=species:S:1:pos:R:3:forces:R:3
N -1.911 0.442 -0.611 1.0 1.1 -0.9
C -0.502 0.073 -0.804 0.0 -0.2 -0.4
C 0.084 0.188 0.534 1.0 2.1 2.0
C 1.507 -0.328 0.776 -0.4 -1.7 1.1
Cl 2.569 1.011 0.436 1.0 0.4 0.0
Cl 2.068 -1.766 -0.200 -0.5 0.4 0.1
H -2.310 -0.101 0.143 -0.3 -0.2 -0.5
H -2.319 0.288 -1.510 -1.1 -0.2 0.0
H -0.460 -0.965 -1.132 0.4 -0.1 -0.2
H 0.099 0.694 -1.501 -1.0 -0.1 0.0
H 0.242 1.289 0.849 -0.7 -1.5 -0.8
H -0.728 -0.087 1.204 0.7 -1.0 0.7
H 1.660 -0.739 1.817 -0.1 1.0 -1.1
```
Forces are in eV/Å.

HOMO: -9.56 eV
Relative energy (zero: lowest compared OMol25 entry of this formula, charge and spin): 20.1 kcal/mol


Number 1: maximum force 1.136 eV Å⁻¹. Number 2: maximum force 0.693 eV Å⁻¹. Number 3: maximum force 2.772 eV Å⁻¹. Number 4: maximum force 0.428 eV Å⁻¹. Number 5: maximum force 3.129 eV Å⁻¹.